# 1
Molecular formula: C10H34NO9
Method: DFT, ωB97M-V with the def2-TZVPD basis set

```
54
Properties=species:S:1:pos:R:3:nbo_charge:R:1
N 2.103 5.441 6.953 -0.96
H 2.210 4.878 6.109 0.44
H 3.029 5.654 7.344 0.43
H 1.513 4.941 7.628 0.44
H 1.651 6.373 6.746 0.50
C 0.842 8.324 6.261 0.95
O 1.870 8.202 7.054 -0.94
O 0.308 9.450 6.049 -0.81
O 0.390 7.254 5.636 -0.96
O 4.238 8.320 5.813 -0.99
H 4.984 8.126 6.386 0.42
H 3.435 8.328 6.417 0.52
O 2.145 6.052 4.043 -1.04
H 1.561 6.584 4.656 0.51
H 2.533 6.718 3.470 0.46
O 4.511 6.077 8.370 -0.93
H 4.906 5.396 8.925 0.47
H 5.237 6.666 8.142 0.48
C 5.978 3.737 5.986 -0.63
C 4.820 4.357 5.199 0.08
C 5.097 4.462 3.715 -0.64
O 3.636 3.602 5.439 -0.73
H 6.280 2.765 5.592 0.19
H 5.691 3.686 7.038 0.20
H 6.842 4.410 5.985 0.20
H 4.697 5.370 5.588 0.21
H 4.310 5.046 3.232 0.25
H 4.988 3.480 3.237 0.18
H 6.033 4.955 3.456 0.21
H 3.753 2.781 4.948 0.46
C -1.091 2.539 5.629 -0.61
C -0.454 3.867 5.284 0.09
C -1.036 4.489 4.034 -0.64
O -0.611 4.720 6.414 -0.77
H -2.179 2.646 5.691 0.20
H -0.775 2.142 6.600 0.19
H -0.885 1.722 4.931 0.19
H 0.626 3.706 5.143 0.15
H -0.348 5.220 3.607 0.25
H -1.995 4.979 4.209 0.21
H -1.243 3.747 3.253 0.18
H -0.273 5.590 6.109 0.52
C 1.722 2.608 10.808 -0.63
C 2.114 2.940 9.366 0.09
C 2.459 1.689 8.573 -0.65
O 0.961 3.537 8.730 -0.72
H 0.731 2.149 10.796 0.20
H 1.732 3.502 11.429 0.22
H 2.370 1.858 11.270 0.20
H 2.899 3.693 9.338 0.18
H 1.583 1.065 8.375 0.21
H 3.303 1.130 8.975 0.20
H 2.681 1.999 7.544 0.23
H 0.250 2.905 8.871 0.47
```

Orbital gap, eV: 4.939
E, eV: -30840.9459
Relative energy (zero: lowest compared OMol25 entry of this formula, charge and spin), eV: 0.289
Total charge: -1
HOMO, Ha: -0.1059

# 2
Molecular formula: C10H34O12
Method: DFT, ωB97M-V with the def2-TZVPD basis set

```
56
Properties=species:S:1:pos:R:3:nbo_charge:R:1
C -4.100 -6.295 1.792 -0.10
C -3.451 -5.174 2.590 -0.08
O -3.031 -4.146 1.776 -0.70
O -5.270 -6.050 1.059 -0.72
H -4.280 -7.115 2.488 0.16
H -3.363 -6.672 1.083 0.15
H -2.589 -5.555 3.139 0.19
H -4.231 -4.810 3.259 0.16
H -3.748 -4.121 1.138 0.47
H -5.509 -6.932 0.765 0.47
C 3.791 -2.229 5.663 -0.09
C 3.476 -0.645 5.705 -0.08
O 3.080 -0.130 6.956 -0.72
O 4.682 -2.476 6.764 -0.71
H 4.252 -2.559 4.733 0.19
H 2.931 -2.896 5.714 0.16
H 2.693 -0.495 4.962 0.18
H 4.351 -0.059 5.422 0.17
H 3.648 -0.356 7.696 0.46
H 4.306 -2.035 7.530 0.45
C -6.228 -1.431 -3.080 -0.10
C -5.615 -1.305 -4.413 -0.11
O -5.324 -0.067 -5.008 -0.71
O -5.455 -0.852 -2.112 -0.71
H -6.164 -2.496 -2.859 0.18
H -7.289 -1.229 -2.929 0.17
H -6.140 -1.925 -5.140 0.18
H -4.690 -1.874 -4.506 0.17
H -4.459 0.200 -4.691 0.47
H -5.298 0.069 -2.336 0.46
C 5.716 0.599 -1.784 -0.09
C 6.094 2.043 -1.382 -0.09
O 7.253 1.968 -0.562 -0.71
O 5.058 -0.171 -0.731 -0.71
H 6.590 0.093 -2.195 0.17
H 4.971 0.740 -2.566 0.16
H 5.271 2.514 -0.845 0.18
H 6.436 2.567 -2.275 0.16
H 7.962 1.763 -1.175 0.46
H 4.145 0.122 -0.772 0.47
C -0.211 6.216 -1.004 -0.08
C 0.378 6.707 -2.396 -0.07
O 1.317 5.806 -2.894 -0.73
O -1.099 5.098 -1.066 -0.72
H -0.867 7.047 -0.744 0.16
H 0.583 6.185 -0.258 0.17
H 0.924 7.649 -2.350 0.17
H -0.458 6.773 -3.092 0.17
H 2.135 6.255 -3.116 0.47
H -1.780 5.293 -0.418 0.47
O 0.114 0.345 -0.130 -0.94
H -0.621 -0.190 0.170 0.47
H -0.281 1.182 -0.371 0.47
O -0.263 1.590 -4.109 -0.94
H -0.440 1.060 -3.331 0.47
H 0.098 2.407 -3.766 0.47
```

Orbital gap, eV: 9.822
E, eV: -35486.1283
SMILES: OCCO.OCCO.OCCO.OCCO.OCCO.O.O
Relative energy (zero: lowest compared OMol25 entry of this formula, charge and spin), eV: 3.104
HOMO, Ha: -0.3566

# 3
Molecular formula: C10H35N11O7
Method: DFT, ωB97M-V with the def2-TZVPD basis set

```
63
Properties=species:S:1:pos:R:3:nbo_charge:R:1
C 9.413 -15.920 -16.205 -0.30
O 9.434 -15.685 -17.548 -0.74
H 9.873 -15.176 -15.555 0.12
H 8.362 -15.957 -15.918 0.21
H 9.908 -16.875 -16.025 0.19
H 8.750 -15.073 -17.831 0.46
C 8.505 -18.112 -12.046 0.76
O 8.124 -19.149 -12.676 -0.68
N 8.133 -17.874 -10.808 -0.81
N 9.168 -17.084 -12.539 -0.84
H 7.599 -18.646 -10.434 0.42
H 8.263 -16.982 -10.353 0.39
H 9.656 -17.106 -13.423 0.43
H 9.139 -16.235 -11.992 0.39
C 6.398 -15.206 -16.300 0.78
O 6.897 -16.160 -15.732 -0.67
N 5.340 -15.280 -17.014 -0.80
N 6.678 -13.937 -16.258 -0.81
H 4.960 -16.216 -17.008 0.42
H 4.976 -14.446 -17.452 0.39
H 7.500 -13.578 -15.794 0.41
H 6.201 -13.427 -16.988 0.38
C 8.879 -19.068 -15.568 0.80
O 9.000 -19.239 -16.769 -0.69
N 9.364 -19.777 -14.657 -0.86
N 8.184 -18.059 -15.078 -0.84
H 9.387 -19.582 -13.667 0.43
H 9.900 -20.594 -14.913 0.43
H 7.825 -17.316 -15.661 0.41
H 8.103 -17.989 -14.074 0.39
C 10.733 -21.587 -16.379 0.76
O 10.223 -22.001 -15.397 -0.76
N 10.318 -20.587 -17.063 -0.95
N 11.744 -22.137 -16.897 -0.81
H 9.378 -20.255 -16.901 0.42
H 11.001 -20.209 -17.704 0.37
H 12.139 -22.951 -16.448 0.38
H 12.023 -21.827 -17.816 0.41
C 11.537 -18.867 -18.619 0.75
O 12.077 -19.909 -18.256 -0.69
N 11.966 -18.097 -19.542 -0.80
N 10.528 -18.302 -18.086 -0.83
H 11.471 -17.217 -19.513 0.38
H 12.604 -18.434 -20.249 0.40
H 10.217 -17.404 -18.427 0.39
H 10.008 -18.874 -17.435 0.42
C 9.364 -21.001 -12.859 -0.61
C 10.402 -22.119 -12.535 -0.05
C 10.090 -23.673 -12.855 -0.06
O 8.967 -24.139 -12.156 -0.55
C 8.786 -25.604 -12.135 -0.25
N 11.606 -21.680 -13.107 -0.87
H 9.688 -20.011 -12.536 0.14
H 8.301 -21.041 -12.625 0.22
H 9.336 -20.973 -13.948 0.25
H 10.413 -22.097 -11.445 0.16
H 10.956 -24.294 -12.622 0.15
H 9.973 -23.831 -13.927 0.18
H 9.668 -26.063 -11.690 0.17
H 8.489 -26.155 -13.028 0.17
H 7.983 -25.760 -11.415 0.19
H 11.394 -21.906 -14.068 0.38
H 11.799 -20.695 -12.991 0.35
```

Orbital gap, eV: 6.485
E, eV: -41647.9445
Relative energy (zero: lowest compared OMol25 entry of this formula, charge and spin), eV: 18.155
HOMO, Ha: -0.2477

# 4
Molecular formula: C10H36ClN2O11
Method: DFT, ωB97M-V with the def2-TZVPD basis set

```
60
Properties=species:S:1:pos:R:3:nbo_charge:R:1
Cl 0.879 0.991 -0.455 2.55
O 1.656 1.110 -1.667 -0.86
O 0.825 2.281 0.199 -0.89
O -0.444 0.498 -0.730 -0.87
O 1.508 0.045 0.449 -0.90
O 3.496 -2.185 0.537 -0.97
H 3.673 -2.087 1.476 0.47
H 2.953 -1.410 0.337 0.50
O 2.462 1.827 2.888 -0.96
H 1.662 1.555 2.419 0.50
H 2.385 2.782 2.960 0.47
O 0.800 -2.025 2.686 -0.94
H 0.715 -2.066 1.727 0.49
H 0.838 -2.941 2.970 0.45
O 4.450 0.975 0.941 -0.97
H 3.974 1.397 0.219 0.47
H 3.839 1.083 1.687 0.49
C -3.578 0.733 0.688 -0.62
C -3.402 2.187 0.293 -0.06
C -2.378 2.888 1.189 -0.08
O -2.267 4.231 0.755 -0.55
C -1.456 4.998 1.609 -0.24
N -3.042 2.275 -1.128 -0.85
H -2.603 0.266 0.842 0.23
H -4.052 0.192 -0.130 0.22
H -4.181 0.645 1.593 0.20
H -4.314 2.782 0.422 0.17
H -1.396 2.406 1.128 0.19
H -2.742 2.853 2.228 0.15
H -0.468 4.541 1.737 0.17
H -1.917 5.102 2.601 0.15
H -1.341 5.982 1.159 0.19
H -2.122 1.854 -1.245 0.37
H -2.904 3.255 -1.353 0.36
C -0.980 -7.180 -0.243 -0.61
C -0.293 -5.821 -0.153 -0.08
C -1.338 -4.723 0.038 -0.07
O -0.807 -3.430 0.125 -0.54
C -0.392 -2.876 -1.109 -0.25
N 0.711 -5.848 0.938 -0.84
H -0.234 -7.973 -0.197 0.22
H -1.569 -7.260 -1.156 0.20
H -1.614 -7.354 0.633 0.20
H 0.286 -5.662 -1.063 0.19
H -1.865 -4.898 0.980 0.18
H -2.093 -4.824 -0.759 0.16
H 0.200 -3.594 -1.684 0.15
H 0.191 -1.976 -0.947 0.22
H -1.262 -2.604 -1.720 0.17
H 0.246 -5.576 1.801 0.34
H 1.376 -5.095 0.780 0.37
C 2.787 4.048 -3.511 -0.63
C 1.383 4.436 -3.044 -0.06
O 1.313 4.582 -1.630 -0.74
H 3.160 3.197 -2.946 0.22
H 3.486 4.883 -3.435 0.19
H 2.744 3.786 -4.574 0.19
H 0.695 3.662 -3.395 0.16
H 1.105 5.400 -3.472 0.16
H 1.253 3.680 -1.289 0.49
```

Orbital gap, eV: 9.316
E, eV: -48974.0385
Total charge: -1
HOMO, Ha: -0.2391

Question: HOMO of number 2 (C10H34O12)?
Answer: -0.3566 Ha

Question: Which of these has the lowest E?
Answer: C10H36ClN2O11

Repeat the first record exactly.
Molecular formula: C10H34NO9
Method: DFT, ωB97M-V with the def2-TZVPD basis set

```
54
Properties=species:S:1:pos:R:3:nbo_charge:R:1
N 2.103 5.441 6.953 -0.96
H 2.210 4.878 6.109 0.44
H 3.029 5.654 7.344 0.43
H 1.513 4.941 7.628 0.44
H 1.651 6.373 6.746 0.50
C 0.842 8.324 6.261 0.95
O 1.870 8.202 7.054 -0.94
O 0.308 9.450 6.049 -0.81
O 0.390 7.254 5.636 -0.96
O 4.238 8.320 5.813 -0.99
H 4.984 8.126 6.386 0.42
H 3.435 8.328 6.417 0.52
O 2.145 6.052 4.043 -1.04
H 1.561 6.584 4.656 0.51
H 2.533 6.718 3.470 0.46
O 4.511 6.077 8.370 -0.93
H 4.906 5.396 8.925 0.47
H 5.237 6.666 8.142 0.48
C 5.978 3.737 5.986 -0.63
C 4.820 4.357 5.199 0.08
C 5.097 4.462 3.715 -0.64
O 3.636 3.602 5.439 -0.73
H 6.280 2.765 5.592 0.19
H 5.691 3.686 7.038 0.20
H 6.842 4.410 5.985 0.20
H 4.697 5.370 5.588 0.21
H 4.310 5.046 3.232 0.25
H 4.988 3.480 3.237 0.18
H 6.033 4.955 3.456 0.21
H 3.753 2.781 4.948 0.46
C -1.091 2.539 5.629 -0.61
C -0.454 3.867 5.284 0.09
C -1.036 4.489 4.034 -0.64
O -0.611 4.720 6.414 -0.77
H -2.179 2.646 5.691 0.20
H -0.775 2.142 6.600 0.19
H -0.885 1.722 4.931 0.19
H 0.626 3.706 5.143 0.15
H -0.348 5.220 3.607 0.25
H -1.995 4.979 4.209 0.21
H -1.243 3.747 3.253 0.18
H -0.273 5.590 6.109 0.52
C 1.722 2.608 10.808 -0.63
C 2.114 2.940 9.366 0.09
C 2.459 1.689 8.573 -0.65
O 0.961 3.537 8.730 -0.72
H 0.731 2.149 10.796 0.20
H 1.732 3.502 11.429 0.22
H 2.370 1.858 11.270 0.20
H 2.899 3.693 9.338 0.18
H 1.583 1.065 8.375 0.21
H 3.303 1.130 8.975 0.20
H 2.681 1.999 7.544 0.23
H 0.250 2.905 8.871 0.47
```

Orbital gap, eV: 4.939
E, eV: -30840.9459
Relative energy (zero: lowest compared OMol25 entry of this formula, charge and spin), eV: 0.289
Total charge: -1
HOMO, Ha: -0.1059